Entry 1:
Density functional theory data (ωB97M-V with the def2-TZVPD basis set) for a 2-piece molecular cluster, C3H8O overall at a distorted geometry.

```
12
Properties=species:S:1:pos:R:3:forces:R:3:nbo_charge:R:1
H 0.6106 0.4919 -1.8368 0.33 0.23 -0.74 -0.068
H -0.0613 0.3549 -2.1389 0.97 0.26 -0.58 0.051
C 0.9223 0.1262 1.1646 -0.30 -0.08 0.12 -0.623
C 0.0019 -0.4919 0.1165 -1.18 -0.95 0.81 -0.447
C -1.1775 0.1660 -0.4447 0.00 0.79 -0.90 0.381
O -1.7179 -0.1758 -1.4778 -0.64 0.28 0.60 -0.581
H 0.4268 0.9397 1.7021 0.02 -0.12 0.03 0.214
H 1.8666 0.5306 0.7653 -0.53 -0.20 -0.25 0.226
H 1.2035 -0.6535 1.8772 -0.03 0.21 0.06 0.221
H 0.4936 -1.2271 -0.5273 -0.45 0.19 0.07 0.242
H -0.9880 -0.9979 0.5623 2.09 -0.73 0.88 0.261
H -1.5805 0.9370 0.2375 -0.29 0.10 -0.11 0.125
```
Forces are in eV/Å.

ΔE to the lowest compared entry with this formula, charge and spin, kcal per mole: 62.93
Total charge: 0
SMILES: [H][H].CCC=O
Orbital gap, eV: 10.7
HOMO, eV: -9.78

***

Entry 2:
Density functional theory data (ωB97M-V with the def2-TZVPD basis set) for a 2-piece molecular cluster, C3H8NO4 overall at a distorted geometry.

```
16
Properties=species:S:1:pos:R:3:forces:R:3:nbo_charge:R:1
O -1.1617 2.6048 0.1437 -0.12 0.96 0.56 -0.780
C -0.7234 1.8224 1.0004 0.56 -2.48 -1.38 0.794
O -0.5222 1.8186 2.2167 -0.42 1.01 0.40 -0.757
C -0.2893 0.4058 0.2633 1.11 0.87 1.04 -0.225
C 0.4659 -0.4354 1.2704 -0.62 -0.28 0.53 -0.063
O 1.0339 -1.6695 0.8477 0.34 -1.65 -0.23 -0.775
N 0.5489 0.7092 -0.8967 -0.65 -0.41 -1.12 -0.903
H -1.1999 -0.0552 -0.1085 -0.27 -0.35 0.20 0.168
H -0.2309 -0.6655 2.1202 0.80 0.38 -0.62 0.181
H 1.3889 0.0354 1.6166 -0.67 0.91 0.36 0.171
H 0.8995 -1.9592 -0.0540 -0.42 0.55 -0.26 0.461
H 1.5330 0.5557 -0.8240 0.47 -0.19 0.63 0.351
H 0.3927 1.6720 -1.1327 -0.20 0.46 -0.23 0.391
H -0.9518 -2.2114 -1.7132 -0.07 0.53 -1.33 0.455
H -0.3579 -0.9304 -2.1953 0.24 0.73 -0.11 0.497
O -0.8256 -1.6973 -2.5546 -0.09 -1.03 1.54 -0.965
```
Forces are in eV/Å.

ΔE to the lowest compared entry with this formula, charge and spin, kcal per mole: 23.97
Total charge: -1
Orbital gap, eV: 7.5
HOMO, eV: -3.97

***

Entry 3:
Density functional theory data (ωB97M-V with the def2-TZVPD basis set) for C21H34AsAuO3P as an isolated structure.

```
61
Properties=species:S:1:pos:R:3:forces:R:3:nbo_charge:R:1
Au 0.6865 -0.0431 0.0083 -0.09 0.01 0.14 0.703
C 3.3471 -1.4863 1.4725 0.00 -0.02 0.05 -0.659
C 1.8434 -1.4893 1.4740 0.17 -0.23 -0.22 -0.004
C 1.1020 -2.3131 0.5918 0.09 0.03 0.06 -0.343
C -0.3114 -2.5002 0.7452 -0.02 0.11 -0.03 0.141
C -1.0245 -3.5015 -0.1005 -0.02 -0.07 0.04 -0.674
C -0.9854 -1.7532 1.7136 -0.07 -0.04 -0.10 -0.281
C -0.3199 -0.8050 2.4866 0.19 -0.02 0.01 0.112
C -1.0390 -0.0402 3.5449 0.00 0.08 0.06 -0.672
C 1.0964 -0.6263 2.2971 -0.23 0.14 0.15 -0.301
H 3.7576 -0.8057 0.7255 0.00 0.00 -0.02 0.247
H 3.7264 -2.4833 1.2538 -0.01 0.00 0.00 0.269
H 3.7277 -1.1832 2.4464 0.00 0.00 0.00 0.264
H 1.6399 -2.9577 -0.0923 0.02 -0.01 -0.01 0.271
H -1.2417 -3.0898 -1.0901 0.01 0.02 -0.01 0.251
H -1.9727 -3.7892 0.3491 0.00 0.01 -0.01 0.270
H -0.4176 -4.3965 -0.2408 0.01 0.01 0.00 0.265
H -2.0401 -1.9346 1.8827 0.00 0.00 0.01 0.268
H -1.6546 0.7485 3.1078 -0.06 -0.04 0.01 0.250
H -0.3537 0.4109 4.2597 0.00 0.01 -0.01 0.252
H -1.7213 -0.6996 4.0827 0.01 -0.02 0.00 0.284
H 1.6246 0.0473 2.9613 -0.01 -0.01 0.02 0.260
C 1.0527 -2.6076 -3.3894 -0.02 0.04 -0.08 -0.234
O 1.3732 -1.3113 -2.7588 0.06 -0.03 0.10 -0.844
P 0.4719 -0.1582 -2.2901 -0.02 0.01 -0.21 2.131
O -0.9822 -0.5094 -2.6789 -0.03 -0.06 0.13 -0.822
C -2.1923 0.2730 -2.4289 0.02 -0.03 -0.10 -0.246
O 0.9128 1.1448 -2.9982 0.08 0.11 0.22 -0.855
C 2.1550 1.3475 -3.7764 -0.05 -0.03 -0.11 -0.244
H 1.8271 -2.7659 -4.1317 -0.01 -0.01 0.00 0.246
H 0.0705 -2.5522 -3.8482 0.01 -0.01 0.00 0.221
H 1.0967 -3.3720 -2.6204 0.00 0.01 0.01 0.203
H -3.0154 -0.3638 -2.7332 0.00 0.01 0.01 0.251
H -2.1640 1.1725 -3.0377 -0.01 0.00 0.00 0.221
H -2.2601 0.5023 -1.3658 -0.01 0.00 -0.01 0.185
H 2.1309 2.3888 -4.0767 0.00 -0.01 -0.01 0.239
H 2.1332 0.6954 -4.6432 0.00 0.01 -0.01 0.231
H 3.0161 1.1338 -3.1491 -0.01 -0.01 0.01 0.204
C 2.2695 3.1316 -0.3174 0.07 -0.25 -0.17 -0.950
As 0.5409 2.4269 0.1616 0.00 0.54 0.19 1.169
C -0.7421 3.2627 -1.0072 -0.11 -0.27 -0.11 -0.956
C 0.1388 3.0386 2.0175 0.08 -0.31 -0.26 -0.656
C 0.1674 4.5264 1.9557 -0.01 -0.02 0.03 -0.036
C -1.0061 5.2373 1.6870 0.03 0.20 -0.01 -0.219
C -0.9837 6.6246 1.6568 0.03 -0.22 0.01 -0.187
C 0.2100 7.2994 1.8903 0.01 0.09 0.01 -0.136
C 1.3827 6.6000 2.1564 -0.05 -0.22 0.00 -0.186
C 1.3634 5.2125 2.1881 -0.02 0.20 -0.03 -0.220
H 2.1926 4.2181 -0.3188 -0.02 0.00 0.06 0.291
H 2.5415 2.7865 -1.3136 -0.05 0.02 0.01 0.256
H 3.0216 2.8018 0.3969 -0.02 0.05 0.04 0.267
H -0.5485 4.3340 -1.0030 0.03 0.01 0.07 0.292
H -1.7508 3.0642 -0.6487 0.01 0.05 0.03 0.263
H -0.6225 2.8714 -2.0133 0.06 0.05 -0.04 0.262
H 0.9124 2.6012 2.6473 0.00 0.04 0.04 0.251
H -0.8328 2.6216 2.2733 0.00 0.07 0.01 0.250
H -1.9411 4.7088 1.5380 -0.02 0.01 0.01 0.216
H -1.8929 7.1796 1.4715 -0.01 -0.01 0.01 0.251
H 0.2221 8.3817 1.8861 0.01 -0.02 -0.03 0.253
H 2.3003 7.1360 2.3559 0.00 -0.01 0.01 0.251
H 2.2675 4.6651 2.4305 0.01 0.01 0.01 0.217
```
Forces are in eV/Å.

Total charge: +3
Orbital gap (alpha / beta), eV: 5.0 / 5.0
HOMO (alpha / beta), eV: -16.82 / -16.82

***

Entry 4:
Density functional theory data (ωB97M-V with the def2-TZVPD basis set) for a 4-piece molecular cluster, C2H12N2O3 overall at a distorted geometry.

```
19
Properties=species:S:1:pos:R:3:forces:R:3:nbo_charge:R:1
N -1.4757 0.7543 1.8441 0.51 0.45 0.02 -0.840
C -0.5770 1.2543 0.9069 -0.33 -0.66 -0.40 -0.065
C -0.8232 1.3672 -0.3995 0.18 0.92 0.68 -0.134
N 0.1412 1.8541 -1.3184 -0.31 -0.72 -0.59 -0.840
H -1.2090 0.8266 2.8069 -0.30 -0.34 -0.03 0.390
H -2.2497 0.1875 1.5590 0.02 -0.07 0.19 0.390
H 0.4245 1.4534 1.2659 0.02 0.25 0.25 0.176
H -1.8258 1.1845 -0.7647 0.09 -0.04 -0.27 0.186
H 0.9763 2.2092 -0.8920 0.15 0.18 0.17 0.364
H -0.2227 2.5081 -1.9923 -0.01 0.09 0.04 0.372
O 3.3333 -0.4778 -0.4170 0.03 -0.03 -0.03 -0.937
H 2.7299 0.2336 -0.1863 -0.06 -0.07 0.02 0.462
H 2.9501 -1.2761 -0.0378 -0.01 0.03 0.04 0.476
O -0.9015 -1.5063 -1.6364 0.20 0.00 0.15 -0.951
H -1.5019 -0.9603 -2.1526 -0.03 -0.06 -0.02 0.472
H -0.2164 -0.8801 -1.3631 -0.09 0.03 -0.15 0.479
O 0.4555 -2.8832 1.2213 -0.63 -0.19 -0.55 -0.939
H 0.1840 -2.2690 0.5279 0.19 0.36 0.07 0.469
H -0.1919 -3.5799 1.0280 0.37 -0.13 0.41 0.469
```
Forces are in eV/Å.

ΔE to the lowest compared entry with this formula, charge and spin, kcal per mole: 29.12
Total charge: 0
SMILES: N/C=C/N.O.O.O
Orbital gap, eV: 8.1
HOMO, eV: -7.48

***

Entry 5:
Density functional theory data (ωB97M-V with the def2-TZVPD basis set) for a 7-piece molecular cluster, C54H69Cl2F3N13O3S2 overall at a distorted geometry.

```
146
Properties=species:S:1:pos:R:3:forces:R:3:mulliken_charge:R:1
C 2.8133 -1.6150 -1.7484 -1.40 0.13 -0.86 -1.373
C 1.2615 -2.0078 -2.0301 2.19 -1.13 -0.46 0.123
N 1.0528 -3.1147 -2.6813 -0.63 2.19 1.51 -0.514
C 0.1638 -0.9877 -1.5320 0.65 -1.00 -1.33 -0.902
C -1.1437 -1.6250 -0.8931 -1.33 0.42 0.70 2.579
C -2.1895 -0.3670 -0.9765 0.25 0.17 -0.59 -1.959
C -3.0989 -0.3665 -2.2859 -0.80 1.47 0.91 -0.415
C -4.0939 0.9123 -2.1341 0.62 -1.03 0.22 0.040
C -3.3309 2.3083 -2.1014 -1.37 0.81 -1.20 -0.954
N -2.9890 2.7918 -0.7286 -1.29 -0.33 0.21 -0.195
C -4.1701 3.0859 0.0707 -2.06 1.05 1.10 0.398
N -5.3937 3.1907 -0.3784 2.36 -0.33 0.53 -0.615
N -3.9705 3.2695 1.5398 1.41 0.49 -2.67 -0.643
C -1.8169 -2.9123 -1.5379 0.38 -0.83 0.89 -1.452
C -1.9903 -3.4208 -3.0326 -0.12 0.21 -1.79 0.347
F -1.5007 -2.4586 -3.9201 -1.17 -2.47 1.89 -0.208
F -3.3812 -3.5735 -3.2708 2.90 0.27 0.50 -0.227
F -1.4090 -4.6765 -3.2651 -1.42 3.14 0.71 -0.214
N -2.3513 -3.7253 -0.6511 1.76 0.99 -1.95 0.380
C -2.2798 -3.2780 0.7832 -1.80 1.20 -0.59 0.010
C -3.7654 -2.7318 1.0310 -0.11 0.18 0.56 -0.428
Cl -4.9477 -4.0947 0.5587 0.87 0.94 -0.11 -0.117
C -4.1210 -2.3750 2.5491 -1.75 1.17 -0.71 0.700
C -5.5586 -1.6133 2.5015 -0.18 -0.19 -0.80 -0.817
Cl -4.2856 -3.9057 3.5367 0.95 1.15 -0.31 -0.197
C -1.0717 -2.2019 0.6208 -0.53 -0.29 0.90 0.663
C -1.0534 -1.1516 1.8264 0.61 0.49 0.55 -0.710
C 0.1296 -0.0815 1.7627 0.16 0.98 0.42 -1.045
C 1.5987 -0.6962 1.7679 -0.36 -1.33 0.18 -0.253
S 2.9294 0.5738 2.0552 0.53 -0.29 -1.03 -0.304
C 4.4263 -0.2647 1.3129 0.64 -1.39 -0.27 -0.059
S 4.8028 -1.8519 1.7502 -0.98 2.24 -0.62 -0.136
N 5.2375 0.4689 0.3340 -0.83 -0.99 1.21 0.149
C 6.2287 1.3683 1.0013 1.33 0.20 -0.29 -0.359
C 7.1068 2.1107 -0.1290 0.18 0.63 0.21 -0.496
O 7.7984 1.1712 -1.0028 -2.30 0.29 0.10 -0.352
C 6.7653 0.4096 -1.6966 0.20 -0.55 1.05 -0.832
C 6.0127 -0.4423 -0.5476 1.45 -0.33 -1.32 -0.461
O 0.0764 -3.1334 0.5755 -0.75 1.61 -1.01 -0.246
N 0.3730 -3.6069 1.8124 1.07 -2.16 0.77 0.203
O 1.0171 -4.6001 1.7123 -0.59 1.39 0.36 -0.437
H 3.3005 -1.5876 -2.7896 -0.53 0.06 1.66 0.543
H 3.2865 -2.4447 -1.1324 -0.55 1.25 -0.60 0.304
H 2.8617 -0.5871 -1.2686 0.36 -1.35 -0.44 0.264
H 1.9399 -3.5900 -2.9174 -0.53 0.38 0.23 0.299
H -0.1823 -0.3988 -2.4595 0.48 -0.97 1.26 0.692
H 0.6864 -0.2110 -0.8763 -1.13 -1.33 -0.55 0.348
H -2.8063 -0.2389 -0.0347 0.63 -0.35 -1.22 0.323
H -1.5279 0.5707 -1.0455 -1.08 -1.40 0.32 0.472
H -2.4596 -0.1944 -3.2075 -0.82 -0.61 1.03 0.324
H -3.8050 -1.2653 -2.3736 1.32 1.00 0.03 0.198
H -4.6884 0.7308 -1.1666 0.78 0.57 -1.45 -0.182
H -4.8275 0.8535 -2.9976 0.90 0.38 1.06 0.399
H -4.0562 3.0835 -2.5463 0.97 -1.18 0.44 0.427
H -2.4110 2.3357 -2.7918 -1.15 -0.29 1.30 0.398
H -2.3663 3.6072 -0.8038 -0.47 -0.47 0.35 0.285
H -6.0184 3.4009 0.4250 0.48 -0.37 -0.68 0.259
H -4.4141 4.1707 1.7944 0.42 -0.84 -0.07 0.271
H -2.9478 3.3633 1.6382 -0.63 0.04 0.54 0.258
H -2.7580 -4.5700 -1.0756 -0.25 0.13 1.08 0.359
H -2.1744 -4.0762 1.5846 0.53 0.67 -1.43 0.488
H -4.0454 -1.8752 0.3200 0.58 -1.23 1.23 -0.108
H -3.4145 -1.6515 3.0562 -0.47 -1.34 -0.72 0.299
H -5.5654 -0.6570 3.1141 -0.05 -1.46 -0.54 0.358
H -6.4225 -2.3211 2.7654 1.39 1.17 -0.12 0.165
H -5.7774 -1.2881 1.4190 0.36 -0.40 1.60 -0.008
H -2.0266 -0.5444 1.9070 1.38 -1.07 -0.56 0.241
H -0.9638 -1.6722 2.8485 -0.14 0.36 -1.76 0.655
H -0.0557 0.6666 0.9084 0.44 -1.18 1.15 0.280
H 0.0410 0.5524 2.7202 0.02 -0.93 -1.37 0.594
H 1.6392 -1.4645 2.6179 0.06 1.06 -1.23 0.556
H 1.8489 -1.2448 0.8055 -0.32 0.70 1.20 -0.173
H 5.7440 2.0861 1.7363 0.51 -0.80 -1.12 0.361
H 6.9588 0.6812 1.5670 -0.93 1.04 -0.52 0.305
H 6.4611 2.7860 -0.7985 0.68 -0.88 1.10 0.285
H 7.9330 2.7516 0.3423 -1.29 -0.99 -0.50 0.348
H 6.0665 1.1075 -2.2611 0.73 -0.81 0.68 0.308
H 7.3149 -0.2714 -2.4248 -0.85 0.76 1.02 0.362
H 6.8621 -0.9406 0.0492 -1.30 0.43 -0.89 0.443
H 5.3926 -1.2468 -1.0527 0.50 1.07 0.95 0.206
N 7.3109 -3.9001 0.1545 0.00 -0.53 -0.32 -0.264
C 6.3140 -4.7936 0.2441 0.35 0.43 0.02 0.062
C 6.3439 -6.0448 -0.3507 0.09 0.00 -0.07 -0.769
C 7.4673 -6.3954 -1.0853 0.02 -0.09 -0.06 -0.114
C 8.5119 -5.4895 -1.1955 -0.11 -0.09 0.01 -0.529
C 8.3864 -4.2646 -0.5600 -0.33 0.29 0.31 -0.160
H 5.4563 -4.4722 0.8259 -0.01 -0.07 -0.01 0.299
H 5.5103 -6.7273 -0.2427 0.03 0.04 0.02 0.360
H 7.5282 -7.3650 -1.5669 0.00 0.06 0.03 0.374
H 9.4034 -5.7293 -1.7611 -0.03 0.03 0.04 0.360
H 9.1780 -3.5241 -0.6138 0.02 -0.06 -0.03 0.390
N -8.1494 0.3700 1.6780 -0.37 -0.03 -0.36 -0.372
C -7.9577 0.7976 0.4190 -0.01 -0.22 0.53 -0.128
C -8.9487 0.8184 -0.5488 0.12 -0.06 0.02 -0.756
C -10.2135 0.3681 -0.2013 -0.13 -0.05 -0.01 -0.205
C -10.4393 -0.0812 1.0919 0.07 0.06 -0.16 -0.506
C -9.3824 -0.0586 1.9880 0.50 0.13 0.10 -0.385
H -6.9508 1.1373 0.1941 -0.04 0.04 -0.09 0.691
H -8.7380 1.1769 -1.5480 -0.09 0.02 0.06 0.490
H -11.0151 0.3677 -0.9310 0.08 0.05 0.02 0.388
H -11.4140 -0.4401 1.3974 0.06 0.01 0.02 0.393
H -9.5106 -0.3964 3.0114 -0.06 -0.01 -0.04 0.399
N 10.9965 3.0762 -0.1444 0.16 0.24 -0.59 -0.539
C 11.8669 4.0608 -0.4183 -0.31 -0.31 0.31 -0.322
C 12.2096 4.4521 -1.7026 -0.05 -0.05 -0.10 -0.412
C 11.6235 3.7869 -2.7699 -0.01 0.02 -0.11 -0.308
C 10.7216 2.7638 -2.5155 0.13 0.17 0.00 -0.555
C 10.4421 2.4494 -1.1950 0.20 -0.01 0.59 -0.218
H 12.3010 4.5487 0.4485 0.04 0.05 -0.08 0.457
H 12.9170 5.2560 -1.8640 0.00 -0.04 0.05 0.447
H 11.8672 4.0634 -3.7899 0.00 -0.01 0.06 0.376
H 10.2459 2.2231 -3.3241 0.00 0.00 0.06 0.387
H 9.7416 1.6600 -0.9450 0.27 0.14 -0.17 0.743
N -8.4797 -4.9926 4.5938 0.00 -0.55 -0.29 -0.542
C -9.4774 -5.8856 4.6771 0.30 0.46 0.07 -0.253
C -9.4406 -7.1405 4.0903 0.12 -0.03 -0.08 -0.321
C -8.3092 -7.4954 3.3709 0.00 -0.11 -0.05 -0.422
C -7.2633 -6.5899 3.2673 -0.12 -0.05 0.02 -0.228
C -7.3961 -5.3613 3.8939 -0.38 0.31 0.30 0.204
H -10.3416 -5.5609 5.2471 0.00 -0.07 -0.02 0.379
H -10.2753 -7.8223 4.1929 0.03 0.05 0.01 0.370
H -8.2429 -8.4680 2.8960 -0.01 0.05 0.03 0.368
H -6.3650 -6.8330 2.7131 -0.01 0.03 0.03 0.359
H -6.6038 -4.6211 3.8445 -0.20 -0.18 -0.01 0.128
N -10.5516 2.5389 -2.6804 -0.45 0.49 -0.22 -0.251
C -10.4345 3.7532 -2.1219 0.08 -0.51 -0.13 -0.013
C -11.3040 4.8029 -2.3690 -0.08 -0.04 -0.08 -0.695
C -12.3560 4.5906 -3.2477 -0.06 0.07 -0.02 -0.122
C -12.4996 3.3450 -3.8408 0.02 0.10 0.06 -0.533
C -11.5788 2.3594 -3.5252 0.42 -0.07 0.28 -0.203
H -9.5946 3.8712 -1.4446 -0.03 0.05 0.01 0.356
H -11.1621 5.7620 -1.8871 0.02 -0.06 -0.01 0.359
H -13.0572 5.3878 -3.4679 0.04 -0.05 0.01 0.369
H -13.3085 3.1440 -4.5317 0.05 -0.02 0.03 0.361
H -11.6512 1.3679 -3.9607 -0.05 0.05 -0.03 0.377
N 13.2998 7.7727 0.9310 -0.45 0.23 0.33 -0.511
C 13.5521 8.2908 2.1425 0.07 -0.25 -0.48 -0.188
C 12.5896 8.8845 2.9430 -0.12 0.01 -0.06 -0.379
C 11.2893 8.9518 2.4651 -0.07 0.03 0.05 -0.174
C 11.0014 8.4253 1.2145 0.04 0.04 0.12 -0.507
C 12.0344 7.8492 0.4930 0.52 -0.10 0.03 -0.063
H 14.5835 8.2169 2.4708 -0.04 0.03 0.04 0.364
H 12.8501 9.2841 3.9149 0.02 -0.02 -0.05 0.346
H 10.5079 9.4099 3.0613 0.05 -0.02 -0.03 0.364
H 9.9979 8.4608 0.8096 0.06 -0.02 -0.01 0.345
H 11.8589 7.4204 -0.4885 -0.07 0.03 0.03 0.407
```
Forces are in eV/Å.

Total charge: +1
Orbital gap, eV: 6.1
HOMO, eV: -10.47

***

Number 1: calculated total energy -5285.4216 eV. Number 2: calculated total energy -12922.1860 eV. Number 3: calculated total energy -102264.9559 eV. Number 4: calculated total energy -11390.4863 eV. Number 5: calculated total energy -137483.1395 eV.